Below is a molecular structure, C42H67Br36N5O4 at a distorted geometry, with properties calculated with ωB97M-V/def2-TZVPD.

Its HOMO-LUMO gap is 7.44 eV. For the LUMO energy, the calculation gives -0.76 eV. The calculation puts the molar mass at 3582.57 g/mol. For the total energy, the calculation gives -2581799.546 eV. The HOMO energy comes out at -8.20 eV.

Each line ends with the Mulliken charge.
Atoms and positions in Å:
C (22.6836, 22.4526, 15.5365)  -0.63
C (21.9878, 21.3830, 14.9563)  -0.56
C (21.1578, 20.5539, 15.6742)  0.06
C (20.9612, 20.8558, 17.0117)  0.04
C (21.5971, 21.8994, 17.6826)  -0.64
C (22.4986, 22.6840, 16.9329)  -0.61
N (20.0465, 19.9536, 17.7612)  1.08
O (19.9867, 20.1325, 18.9834)  -0.61
O (19.4646, 19.0926, 17.1183)  -0.43
H (23.3801, 23.0161, 14.9004)  0.41
H (22.2006, 21.2192, 13.8550)  0.35
H (20.6726, 19.6746, 15.2043)  0.44
H (21.3318, 22.0542, 18.7242)  0.57
H (23.0451, 23.5029, 17.3918)  0.42
C (11.0760, 20.9066, 11.8555)  -0.55
C (11.8292, 19.8650, 12.1431)  -1.17
C (13.1139, 20.0464, 12.6977)  -0.49
C (13.5820, 21.3212, 12.8312)  -0.17
C (12.8222, 22.4388, 12.5265)  -0.70
C (11.5694, 22.1913, 12.0996)  -0.36
N (14.9519, 21.5182, 13.2627)  1.50
O (15.2720, 22.6208, 13.5539)  -0.49
O (15.6449, 20.5289, 13.2629)  -0.50
H (10.0236, 20.8983, 11.4896)  0.32
H (11.5605, 18.8497, 11.9041)  0.59
H (13.7116, 19.2000, 12.9360)  1.18
H (13.1831, 23.4796, 12.5993)  0.55
H (10.9327, 23.0581, 11.8024)  0.28
C (14.8101, 13.4456, 12.8931)  -0.46
Br (13.6446, 12.8667, 14.3767)  -0.07
Br (16.5521, 12.7346, 12.8265)  -0.01
Br (14.9079, 15.4127, 12.8813)  0.02
H (14.2777, 13.0321, 11.9942)  0.40
C (15.6740, 18.0948, 20.9630)  -0.18
Br (14.2072, 18.7857, 19.9552)  0.24
Br (15.4689, 18.4478, 22.9293)  -0.06
Br (17.2374, 19.0296, 20.3598)  -0.03
H (15.7836, 17.0263, 20.8328)  -0.02
C (15.4955, 23.3553, 17.1197)  0.70
Br (15.9767, 21.5784, 16.5411)  0.08
Br (16.2493, 24.7345, 15.9983)  -0.06
Br (16.0194, 23.7440, 18.9277)  -0.06
H (14.4441, 23.4248, 17.0788)  -0.83
C (16.1954, 10.1977, 18.4764)  -0.44
Br (16.0871, 9.7731, 20.3772)  -0.08
Br (17.9509, 9.7173, 17.8995)  0.00
Br (15.6711, 11.9958, 18.1234)  0.05
H (15.4314, 9.5852, 17.9922)  0.41
C (18.6713, 14.8855, 19.7198)  0.00
Br (19.7919, 16.4060, 19.3116)  0.04
Br (17.9178, 15.1459, 21.4067)  -0.04
Br (19.6398, 13.1787, 19.6130)  -0.04
H (17.9078, 14.7335, 18.9859)  -0.06
C (18.6362, 23.8470, 13.5555)  -0.04
Br (19.7225, 24.8772, 14.8004)  -0.04
Br (19.7407, 22.9675, 12.3027)  -0.03
Br (17.4470, 25.0522, 12.5351)  -0.09
H (17.9864, 23.1665, 14.1038)  0.12
C (17.9508, 16.7586, 15.9993)  -0.01
Br (17.9719, 14.7879, 15.9969)  0.18
Br (16.2308, 17.2706, 16.6246)  0.44
Br (18.4418, 17.3958, 14.2897)  0.29
H (18.7102, 17.1557, 16.6864)  -0.21
C (17.9515, 17.4353, 9.2138)  0.31
Br (19.5752, 16.9216, 8.2489)  -0.05
Br (18.1171, 16.9967, 11.0428)  0.11
Br (16.4864, 16.3633, 8.4960)  -0.07
H (17.6623, 18.5217, 9.0349)  -0.32
C (22.2787, 15.7403, 13.9803)  -0.58
Br (22.0379, 16.3800, 15.7722)  0.33
Br (22.4746, 17.3432, 12.8283)  -0.12
Br (20.7677, 14.7223, 13.2517)  -0.01
H (23.1850, 15.1160, 14.0467)  0.51
C (24.8956, 16.8106, 18.0044)  -0.18
Br (25.5339, 17.2226, 16.2158)  -0.03
Br (23.4832, 18.0064, 18.6450)  0.00
Br (26.2319, 16.9657, 19.3786)  -0.07
H (24.6019, 15.7614, 18.0509)  0.18
C (13.5135, 14.2786, 20.3646)  -0.32
Br (13.8518, 14.9480, 18.6543)  0.09
Br (11.7061, 13.3947, 20.4582)  -0.11
Br (13.5686, 15.6565, 21.6852)  0.01
H (14.2333, 13.4722, 20.6066)  0.34
C (10.6655, 16.2898, 16.4862)  -0.35
Br (12.4293, 16.4685, 15.5738)  0.07
Br (9.2019, 16.0510, 15.2494)  -0.05
Br (10.3859, 17.6422, 17.7671)  -0.02
H (10.7711, 15.3707, 17.1013)  0.30
C (19.9850, 10.6997, 14.8043)  -0.55
C (21.4319, 10.9587, 14.4740)  -0.65
N (22.3592, 10.8373, 15.5954)  0.25
C (22.5412, 9.4976, 16.0981)  -0.53
C (23.9236, 9.2224, 16.7200)  -1.31
C (22.1063, 11.8520, 16.6243)  -0.30
C (22.9490, 13.0706, 16.6287)  -0.42
H (19.8767, 9.8364, 15.4690)  0.12
H (19.3787, 10.4872, 13.8765)  0.28
H (19.5957, 11.5615, 15.2708)  0.14
H (21.7831, 10.1762, 13.7762)  0.46
H (21.5601, 11.9346, 14.0831)  0.14
H (21.7670, 9.3207, 16.8544)  0.23
H (22.2427, 8.7909, 15.3082)  0.52
H (24.7366, 9.2803, 16.0072)  0.31
H (24.0471, 9.9701, 17.5636)  0.24
H (23.8895, 8.2430, 17.0703)  0.49
H (22.1612, 11.3576, 17.6349)  0.35
H (21.0324, 12.1046, 16.6892)  0.09
H (24.0086, 12.7390, 16.6788)  0.30
H (22.8023, 13.6942, 17.5543)  0.30
H (22.8991, 13.7327, 15.7628)  -0.52
C (16.3304, 23.4421, 8.9126)  -0.70
C (16.3261, 22.0847, 8.2849)  -0.77
N (17.2540, 21.1104, 8.8310)  0.07
C (18.6647, 21.6670, 8.9543)  -0.14
C (19.3047, 21.9266, 7.5944)  -1.42
C (16.8548, 20.5693, 10.2147)  -0.06
C (15.5307, 19.9189, 10.1410)  -0.99
H (17.3816, 23.8761, 8.8015)  0.17
H (16.1365, 23.3334, 9.9867)  0.01
H (15.6023, 24.0602, 8.3907)  0.47
H (15.2726, 21.6639, 8.2956)  0.43
H (16.6587, 22.1967, 7.2460)  0.38
H (18.6547, 22.5505, 9.5760)  0.13
H (19.3260, 20.9714, 9.5266)  0.41
H (19.6176, 20.9998, 7.1489)  0.34
H (18.5012, 22.2729, 6.9373)  0.26
H (20.1621, 22.5454, 7.7214)  0.42
H (16.9011, 21.3743, 10.9543)  0.32
H (17.6640, 19.8193, 10.5174)  -0.18
H (15.4040, 19.1096, 10.8801)  0.24
H (15.4189, 19.3888, 9.1386)  0.51
H (14.6441, 20.6267, 10.2570)  0.14
C (11.4923, 21.8509, 19.1697)  -1.55
C (12.6008, 22.0633, 18.2075)  -0.62
N (12.2928, 22.4491, 16.8195)  1.08
C (11.3121, 23.4934, 16.7033)  -0.98
C (11.5800, 24.4167, 15.4616)  -1.02
C (11.8780, 21.2727, 15.9838)  -0.16
C (12.7595, 20.0554, 16.1346)  0.08
H (10.7474, 22.6157, 19.0490)  0.35
H (11.8163, 21.8651, 20.1895)  0.46
H (11.0328, 20.9286, 18.9502)  0.30
H (13.1221, 22.9590, 18.5697)  0.33
H (13.3045, 21.2125, 18.1720)  0.35
H (10.2497, 23.2684, 16.6454)  0.34
H (11.4215, 24.0642, 17.6230)  0.58
H (11.4002, 23.9932, 14.4263)  0.08
H (11.0495, 25.3243, 15.5839)  0.52
H (12.6527, 24.7313, 15.5154)  0.14
H (11.8356, 21.4945, 14.9322)  -0.19
H (10.8352, 20.9175, 16.3348)  0.21
H (12.3849, 19.2183, 15.5284)  -0.03
H (12.8909, 19.6794, 17.1613)  0.44
H (13.8512, 20.2364, 15.7967)  -0.64

---

Below is 5 unconnected molecules or ions with the total composition C42H70FN5O7 at a distorted geometry, with properties calculated with ωB97M-V/def2-TZVPD.

Its HOMO-LUMO gap is 8.38 eV. For the LUMO energy, the calculation gives 0.11 eV. The calculation puts the molar mass at 776.05 g/mol. For the total energy, the calculation gives -69167.281 eV. As for the structure (SMILES): CC(C)(C)CC(C)(C)c1ccc(OCCOCC[C@]2(F)OC(=O)O[C@@]2(CCO)C[C@H](O)CN)cc1.CCCC#N.CCCC#N.CCCC#N.CCCC#N. The HOMO energy comes out at -8.27 eV.

Each line ends with the Mulliken charge.
Atoms and positions in Å:
C (6.0405, -3.0241, 0.8189)  -1.33
C (6.8574, -1.6302, 0.3659)  1.33
C (8.2118, -2.1904, -0.3843)  -1.03
C (7.1803, -0.8953, 1.8344)  -0.92
C (5.8115, -0.8205, -0.5731)  -1.25
C (6.2162, 0.6225, -1.1474)  2.36
C (7.6350, 1.2796, -0.7133)  -0.68
C (6.2242, 0.5169, -2.8150)  -1.23
C (4.9873, 1.6793, -0.7337)  -0.52
C (3.6141, 1.5551, -1.6235)  -0.18
C (2.3101, 2.5069, -1.2849)  -0.33
C (2.3169, 3.5913, -0.0506)  0.21
O (1.0965, 4.3703, 0.2117)  -0.35
C (-0.0929, 3.5090, 0.3586)  0.00
C (-1.4580, 4.4169, 0.6893)  -0.45
O (-2.5747, 3.9076, -0.1747)  -0.39
C (-2.9865, 2.5524, 0.2856)  -0.35
C (-4.6346, 2.3930, 0.0497)  -0.71
C (-5.3323, 1.3375, 1.1106)  0.98
F (-6.2981, 2.0089, 2.0471)  -0.39
O (-4.4729, 0.6006, 2.0635)  -0.36
C (-5.3867, -0.4273, 2.6044)  0.36
O (-5.3397, -1.1014, 3.7708)  -0.60
O (-6.4799, -0.7386, 1.6495)  -0.39
C (-6.0570, -0.0051, 0.4271)  1.26
C (-5.0670, -0.8091, -0.6065)  -0.89
C (-4.9841, -2.4416, -0.2558)  0.38
O (-3.9999, -2.7380, 0.8090)  -0.57
C (-7.4773, 0.6208, -0.1238)  -0.90
C (-8.2240, -0.2842, -1.2691)  0.25
O (-8.9621, 0.6777, -2.1523)  -0.63
C (-9.3022, -1.3622, -0.6253)  -0.34
N (-8.6700, -2.7250, -0.4245)  -0.40
C (3.7317, 3.7162, 0.8201)  -0.60
C (5.0662, 2.7613, 0.4952)  -0.07
H (5.2081, -2.6361, 1.5809)  0.34
H (5.4579, -3.4412, -0.1066)  0.32
H (6.7331, -3.7973, 1.3591)  0.34
H (8.8191, -1.3904, -0.9777)  0.04
H (7.8297, -2.9812, -1.1930)  0.31
H (8.8367, -2.8153, 0.3899)  0.35
H (7.2069, -1.6729, 2.7211)  0.28
H (6.3851, -0.0427, 2.0216)  0.15
H (8.2314, -0.3386, 1.7321)  0.15
H (5.5451, -1.5314, -1.4944)  0.33
H (4.7868, -0.7174, 0.0273)  0.32
H (7.6505, 2.3853, -1.1665)  0.45
H (7.7749, 1.4509, 0.4599)  -0.22
H (8.5995, 0.7634, -1.1613)  -0.35
H (6.2420, 1.5820, -3.3246)  0.28
H (7.2562, 0.0082, -3.0829)  0.17
H (5.3826, -0.1914, -3.2258)  0.35
H (3.4630, 0.7840, -2.5231)  0.15
H (1.3265, 2.3718, -1.9472)  0.14
H (-0.3724, 2.9099, -0.6316)  0.07
H (0.0010, 2.7125, 1.2227)  0.24
H (-1.2224, 5.5259, 0.3154)  0.28
H (-1.7751, 4.3703, 1.8156)  0.30
H (-2.7418, 2.4524, 1.4427)  0.30
H (-2.3887, 1.6813, -0.2464)  0.15
H (-4.8090, 2.0199, -1.0656)  0.26
H (-5.1866, 3.4404, 0.1405)  0.33
H (-5.3230, -0.6528, -1.7479)  0.38
H (-3.9785, -0.3667, -0.4581)  0.04
H (-4.7167, -3.0223, -1.2603)  -0.34
H (-6.0633, -2.7928, 0.0666)  0.18
H (-3.4700, -1.9104, 1.0211)  0.38
H (-8.2127, 0.6411, 0.8145)  0.19
H (-7.2996, 1.6968, -0.5592)  0.31
H (-7.4936, -0.8737, -1.9818)  0.18
H (-9.8630, 0.8177, -1.7215)  0.35
H (-10.1972, -1.4346, -1.4015)  0.36
H (-9.7713, -0.9602, 0.3955)  -0.27
H (-8.9122, -3.0864, 0.5455)  0.21
H (-9.0175, -3.3983, -1.1492)  0.34
H (3.8124, 4.4738, 1.7392)  0.24
H (6.0602, 2.8397, 1.1523)  0.14
C (-6.1227, -6.8702, -4.8010)  -1.15
C (-5.2951, -5.7261, -4.2242)  -0.54
C (-5.4689, -5.5692, -2.7123)  0.07
C (-6.9248, -5.2739, -2.3907)  0.32
N (-8.1327, -5.0290, -2.1239)  -0.61
H (-7.1956, -6.7029, -4.6626)  0.34
H (-5.9450, -6.9628, -5.8771)  0.33
H (-5.8581, -7.8230, -4.3283)  0.29
H (-5.5773, -4.7944, -4.7297)  0.30
H (-4.2373, -5.9053, -4.4464)  0.35
H (-4.8459, -4.7466, -2.3459)  -0.01
H (-5.1633, -6.4840, -2.1928)  0.32
C (-11.3328, -1.6152, 4.0313)  -1.16
C (-11.0559, -0.1155, 4.0055)  -0.26
C (-12.1226, 0.6736, 3.2438)  -0.37
C (-12.1746, 0.2041, 1.7991)  0.32
N (-12.2178, -0.1856, 0.6006)  -0.53
H (-11.3270, -2.0447, 3.0244)  0.31
H (-10.5618, -2.1341, 4.6096)  0.34
H (-12.3048, -1.8270, 4.4912)  0.34
H (-10.0719, 0.0557, 3.5521)  0.12
H (-11.0045, 0.2542, 5.0356)  0.33
H (-11.8863, 1.7427, 3.2659)  0.29
H (-13.1067, 0.5337, 3.7040)  0.31
C (6.7488, 1.9135, 6.0777)  -1.17
C (7.3091, 3.1792, 5.4369)  -0.56
C (7.5402, 3.0320, 3.9317)  0.02
C (8.5423, 1.9189, 3.6726)  0.33
N (9.3735, 0.9954, 3.4577)  -0.58
H (7.4436, 1.0726, 5.9864)  0.36
H (6.5729, 2.0742, 7.1461)  0.35
H (5.7976, 1.6272, 5.6146)  0.29
H (8.2511, 3.4413, 5.9341)  0.31
H (6.6114, 4.0055, 5.6129)  0.33
H (7.9284, 3.9686, 3.5180)  0.37
H (6.6008, 2.7980, 3.4192)  -0.02
C (11.3153, 2.8302, -4.4916)  -1.15
C (11.3683, 1.3639, -4.9088)  -0.54
C (10.3714, 0.4912, -4.1438)  -0.14
C (10.6790, 0.5438, -2.6562)  0.36
N (10.9341, 0.5876, -1.4221)  -0.57
H (11.5855, 2.9609, -3.4389)  0.36
H (12.0228, 3.4195, -5.0836)  0.34
H (10.3129, 3.2458, -4.6450)  0.29
H (12.3871, 0.9879, -4.7543)  0.31
H (11.1578, 1.2918, -5.9816)  0.33
H (10.4388, -0.5461, -4.4883)  0.36
H (9.3466, 0.8392, -4.3126)  0.14

---

Question: Look up the molar mass of the second one.
Answer: 776.05 g/mol